{"formula": "C40H82F18N5O20S6", "method": "ωB97M-V/def2-TZVPD", "charge": -1, "homo_lumo_gap_ev": 4.364, "species": ["H", "O", "C", "H", "C", "H", "O", "C", "C", "N", "C", "H", "F", "H", "C", "H", "C", "C", "H", "H", "O", "H", "F", "H", "H", "H", "F", "H", "O", "H", "O", "H", "H", "H", "H", "C", "H", "C", "C", "H", "C", "O", "O", "F", "C", "C", "F", "F", "H", "C", "H", "C", "H", "S", "H", "H", "F", "C", "H", "H", "H", "H", "H", "C", "H", "H", "O", "H", "S", "C", "F", "O", "H", "H", "S", "C", "C", "H", "H", "H", "C", "H", "C", "H", "F", "H", "H", "F", "H", "H", "H", "O", "H", "C", "C", "O", "N", "S", "C", "H", "F", "H", "H", "C", "H", "O", "H", "O", "N", "N", "C", "O", "O", "O", "F", "C", "C", "H", "H", "H", "H", "F", "H", "H", "H", "O", "H", "H", "S", "H", "H", "O", "H", "H", "H", "H", "H", "F", "H", "C", "H", "H", "H", "H", "C", "H", "C", "H", "S", "C", "C", "O", "H", "O", "F", "H", "C", "H", "H", "C", "F", "N", "H", "F", "H", "C", "C", "H", "C", "H", "F"], "coordinates": [[2.945, -0.533, 1.412], [-0.409, 3.928, 0.792], [-2.550, -0.064, 8.191], [2.079, -2.577, -7.357], [-3.549, -1.076, 4.294], [4.751, 2.932, -3.388], [5.700, 3.189, 1.397], [-9.025, -0.725, 2.728], [0.295, 0.163, 3.723], [5.539, -0.808, -2.388], [-0.096, 0.520, -4.914], [-7.530, -2.937, 3.707], [-3.428, 4.147, 0.432], [-7.653, -1.891, 1.579], [-4.854, 0.941, -1.865], [5.537, 0.520, -4.110], [4.285, 0.092, -1.948], [-0.430, -4.565, 2.337], [-3.201, -2.332, 5.988], [-0.840, -1.720, -3.452], [2.370, -3.826, -0.634], [-1.604, -1.537, -6.917], [0.697, -4.210, 1.685], [-0.814, -1.402, 1.737], [-6.011, -2.681, 5.739], [5.869, -2.619, -3.500], [-5.728, 1.311, -0.872], [1.872, 6.815, -1.913], [2.569, -4.229, -2.963], [2.099, -1.889, 0.834], [-5.849, -1.661, -2.057], [4.725, 3.698, -1.128], [-5.792, -3.978, 2.569], [7.853, 0.059, -4.884], [5.011, 5.043, -2.290], [6.373, -1.062, -1.112], [6.641, -0.064, -0.765], [0.467, 0.779, 2.313], [-7.139, -1.927, 3.583], [-2.960, -0.216, 4.613], [-0.762, -0.849, -6.841], [-1.266, 5.778, 2.014], [5.683, 0.749, 1.679], [-0.621, -5.824, 2.026], [-7.617, -1.154, 2.381], [-1.158, -1.842, -4.487], [-5.389, 1.096, -3.028], [3.039, 2.917, 3.162], [1.459, 3.900, -1.409], [-2.954, 3.628, 1.614], [0.737, 0.509, -4.211], [-1.121, 2.546, -3.879], [7.213, -1.724, -1.323], [4.902, 1.961, 1.562], [1.022, -0.624, -8.088], [2.092, 0.575, -0.322], [-1.429, -3.838, 1.901], [2.076, 4.466, -0.712], [3.497, 6.586, -2.843], [0.334, -0.054, -1.822], [3.679, 4.240, -3.911], [-4.933, -3.851, 4.900], [4.443, -2.649, -2.262], [3.824, 6.130, -0.174], [-0.485, 1.254, 2.075], [-9.692, -1.587, 2.719], [1.165, -2.341, -2.135], [0.565, -3.273, -6.851], [1.713, -3.647, -1.936], [2.011, -1.075, 1.553], [-2.933, 2.302, 1.582], [-3.777, -2.540, 8.829], [3.722, 5.651, 0.800], [-4.343, -1.098, 6.306], [-0.266, -4.291, 4.227], [0.155, -4.867, -2.007], [1.077, 0.781, 0.020], [2.517, 3.868, 0.086], [1.926, -1.479, 2.562], [-7.363, -1.478, 4.551], [7.242, -0.749, -4.480], [4.783, 0.991, -1.584], [1.214, -1.658, -5.537], [-5.536, -0.159, 4.069], [-3.788, 4.005, 2.581], [3.187, 7.014, -0.149], [-0.817, 1.718, 4.771], [-0.776, -4.465, -1.163], [1.173, 1.608, 2.350], [-1.905, 0.505, 0.134], [-1.064, -2.837, -4.922], [8.001, -1.788, -3.818], [-0.616, -0.412, 3.562], [-4.888, -0.862, 3.547], [2.576, 6.169, -2.436], [-3.682, -0.811, 10.584], [-5.592, -2.186, 3.665], [-2.958, -1.533, 9.505], [6.306, 0.048, -3.498], [-1.605, 0.449, -3.340], [0.473, -6.129, -1.707], [2.167, 5.454, -3.150], [1.066, 1.817, 0.358], [5.008, -2.134, -3.040], [1.056, 1.757, 4.812], [3.796, 1.877, 0.611], [4.287, -1.822, -3.796], [0.370, -2.924, 4.454], [0.844, -0.148, 1.189], [-0.208, -0.921, -5.393], [0.129, 1.188, 4.881], [-4.275, -1.218, -0.291], [-3.501, -1.402, -2.567], [-1.737, -2.154, 9.949], [-0.267, -4.862, -3.263], [-0.364, -1.007, 0.826], [-5.159, -2.799, 5.069], [0.298, 1.096, -5.751], [-0.362, 1.503, -1.402], [0.043, 0.650, 5.825], [-0.173, 2.576, -3.342], [3.536, 0.854, 3.499], [0.088, -1.815, 0.250], [-4.673, -0.619, 2.506], [-1.941, 2.929, -3.272], [0.558, -5.434, 4.700], [6.680, -1.183, -5.307], [1.390, -2.429, -4.788], [-1.131, 4.331, 1.966], [2.903, 2.220, -3.769], [1.953, -0.861, -5.464], [2.859, 2.667, -2.920], [-4.131, -3.281, 2.435], [-5.298, -2.569, 1.497], [-1.030, 3.165, -4.771], [-9.411, -0.044, 1.970], [-2.125, -1.369, -4.660], [-1.703, 0.795, 8.799], [-1.552, -0.919, -0.884], [-5.200, -3.070, 2.460], [0.988, -0.621, 4.029], [-1.074, 0.168, -7.078], [5.731, -1.511, -0.355], [1.277, 5.102, -0.332], [-1.325, 1.065, -4.195], [-7.019, -0.325, 2.002], [-0.004, 0.560, -0.988], [8.484, -1.286, -3.157], [-4.604, -1.023, -1.688], [-1.125, -0.173, -0.213], [4.071, 2.073, 3.225], [-1.628, -4.257, 4.757], [-2.853, -1.749, 3.793], [-0.715, 3.715, 3.204], [4.842, 2.260, 4.305], [-2.234, 0.946, -4.785], [1.108, -2.331, -6.929], [3.963, -0.515, -1.101], [-0.116, -1.842, -8.668], [-4.060, -1.827, 5.546], [-1.887, -0.509, 7.083], [3.206, 5.272, -1.297], [6.970, 0.742, -2.982], [-3.703, 1.562, -1.653], [4.880, 6.332, -0.351], [0.325, -1.401, -7.774], [3.903, 3.551, -3.097], [-9.043, -0.187, 3.675], [4.291, 4.316, -1.914], [3.548, 0.167, -2.747], [-3.672, 0.454, 7.825]]}